The following is a quantum chemistry calculation of a cluster of 10 separate species, C41H86IN4O12S12 in total in a non-equilibrium geometry, from OMol25.

## Properties
Charge: +1
Calculated total energy in eV: -212548.928
Kohn-Sham gap in hartree: 0.2283
Spin multiplicity: 1
Maximum force in eV/A: 5.534

CARTESIAN COORDINATES (ANGSTROEM)
C (-4.00935, -2.04166, 4.45814)
C (-3.54481, -3.52864, 4.17856)
S (-1.88441, -3.88452, 4.94399)
C (-0.59257, -3.29246, 3.75623)
O (-0.84040, -3.95727, 2.47554)
C (-0.67774, -3.03729, 1.41506)
O (0.40184, -2.85672, 0.94430)
C (-1.97328, -2.28342, 0.97785)
C (-2.31131, -1.02709, 1.67170)
C (-3.54402, -0.28832, 1.30550)
C (-3.77718, 1.04483, 2.11352)
C (-2.44033, 1.91417, 2.18459)
O (-2.36427, 2.66083, 3.14256)
N (-1.41859, 1.86814, 1.17594)
C (-0.22794, 2.58464, 1.74630)
C (-1.79582, 2.65463, -0.03677)
N (-4.41531, -0.74685, 0.32130)
C (-5.65161, 0.02212, 0.03130)
I (-7.34729, -1.22688, -0.55073)
C (-5.32409, 1.14936, -1.06445)
C (-6.33279, 2.34162, -0.77736)
C (-4.09756, -1.91336, -0.37044)
C (-2.90644, -2.72227, -0.08761)
C (-2.65579, -4.04478, -0.89180)
C (-1.26625, -4.10180, -1.64429)
C (-1.03269, -2.88640, -2.64763)
S (-0.26728, -1.42920, -1.79915)
C (1.54922, -1.56780, -2.01118)
S (2.30204, -2.08083, -3.39785)
N (2.35650, -1.16464, -0.88765)
C (2.10037, -0.10668, 0.01052)
C (3.15971, 0.02007, 1.00428)
N (4.03002, -1.05330, 0.66138)
C (3.56238, -1.72555, -0.41101)
H (-4.37870, -1.96272, 5.51537)
H (-4.89086, -1.84140, 3.77959)
H (-3.16305, -1.33134, 4.26317)
H (-4.28673, -4.23077, 4.65375)
H (-3.51039, -3.78032, 3.08619)
H (-0.71289, -2.17605, 3.68995)
H (0.44948, -3.48695, 4.12447)
H (-1.61694, -0.65021, 2.46231)
H (-4.54147, 1.72061, 1.65458)
H (-3.99838, 0.75777, 3.17636)
H (0.10585, 2.16118, 2.72372)
H (0.59181, 2.48442, 0.97569)
H (-0.48564, 3.68349, 1.79440)
H (-2.37915, 2.00355, -0.74681)
H (-2.34644, 3.60347, 0.24025)
H (-0.85767, 2.98578, -0.58369)
H (-6.03316, 0.59458, 0.92157)
H (-5.40594, 0.73220, -2.09887)
H (-4.28561, 1.49985, -0.80951)
H (-6.29663, 2.63427, 0.31869)
H (-7.39079, 2.00815, -0.98167)
H (-6.05039, 3.24882, -1.36504)
H (-4.73661, -2.31415, -1.20050)
H (-2.78314, -4.92916, -0.20477)
H (-3.45667, -4.10378, -1.68990)
H (-1.29571, -5.04389, -2.26947)
H (-0.37932, -4.20524, -0.96977)
H (-0.30265, -3.23043, -3.43738)
H (-1.98882, -2.58692, -3.15918)
H (1.16537, 0.48472, -0.14048)
H (3.23026, 0.76612, 1.82531)
H (4.10644, -2.60156, -0.83556)
C (4.27074, -7.18364, -4.17688)
S (3.55134, -5.57675, -4.55404)
O (2.09260, -5.77733, -4.77149)
C (4.32076, -5.41049, -6.17748)
H (3.89317, -7.50870, -3.20951)
H (3.98454, -7.90679, -4.94286)
H (5.35680, -7.09361, -4.13022)
H (4.03054, -6.24752, -6.81463)
H (5.40526, -5.38203, -6.06451)
H (3.97916, -4.47779, -6.62616)
C (5.23392, 2.01423, 4.23560)
S (3.71545, 2.96616, 4.42593)
O (2.77090, 2.51964, 3.35544)
C (4.41735, 4.54054, 3.90238)
H (5.01988, 0.97326, 4.47696)
H (5.58945, 2.08282, 3.20615)
H (5.99018, 2.39692, 4.92187)
H (4.82432, 4.44915, 2.89396)
H (5.20100, 4.83803, 4.59992)
H (3.62522, 5.28870, 3.90763)
C (2.74781, 1.66625, 9.22064)
S (2.63427, 3.01253, 8.02523)
O (3.89029, 3.80980, 8.12952)
C (1.34205, 3.92048, 8.89131)
H (3.53364, 0.98381, 8.89734)
H (2.99511, 2.06422, 10.20573)
H (1.79733, 1.13222, 9.25783)
H (1.67653, 4.17636, 9.89763)
H (0.43831, 3.31052, 8.93960)
H (1.13010, 4.83624, 8.33727)
C (-1.16418, 8.80981, 7.12952)
S (-0.71066, 7.06814, 7.22963)
O (0.36414, 6.94479, 8.25922)
C (0.07989, 6.98923, 5.61081)
H (-1.64645, 9.09355, 8.06433)
H (-0.27089, 9.41820, 6.98212)
H (-1.86098, 8.95706, 6.30327)
H (0.89458, 7.71324, 5.55975)
H (-0.65812, 7.19719, 4.83498)
H (0.47806, 5.98412, 5.47122)
C (2.97394, 1.64749, -3.09644)
S (1.68955, 2.84104, -2.68837)
O (0.63081, 2.11195, -1.91473)
C (1.08277, 3.04324, -4.37136)
H (3.46931, 1.34563, -2.17287)
H (2.53031, 0.77222, -3.57368)
H (3.70041, 2.11366, -3.76262)
H (0.75840, 2.07923, -4.76772)
H (1.87545, 3.46020, -4.99307)
H (0.23754, 3.73097, -4.35211)
C (6.55617, 4.50798, -3.70601)
S (5.17887, 5.66655, -3.80867)
O (3.92064, 4.86410, -3.80853)
C (5.49219, 6.17718, -5.50858)
H (6.53403, 4.03381, -2.72513)
H (6.45917, 3.74571, -4.48056)
H (7.49577, 5.04875, -3.82542)
H (5.46252, 5.30911, -6.16886)
H (6.46686, 6.66291, -5.56864)
H (4.71715, 6.88397, -5.80336)
C (4.13251, -6.61160, 1.29072)
S (4.27975, -5.45732, -0.08551)
O (3.89996, -6.19229, -1.32682)
C (6.07905, -5.35375, -0.04950)
H (3.07836, -6.85163, 1.42650)
H (4.68779, -7.52442, 1.07078)
H (4.51764, -6.14558, 2.19860)
H (6.51117, -6.34645, -0.18464)
H (6.39987, -4.92951, 0.90274)
H (6.40235, -4.70352, -0.86228)
C (-9.42808, 2.31993, -4.29662)
S (-7.67077, 2.48172, -3.93036)
O (-7.50502, 3.69119, -3.07707)
C (-7.17294, 2.93340, -5.60263)
H (-9.95100, 2.07521, -3.37244)
H (-9.81224, 3.26035, -4.69337)
H (-9.57647, 1.51702, -5.01999)
H (-7.70089, 3.83491, -5.91593)
H (-7.39543, 2.11064, -6.28343)
H (-6.09987, 3.12278, -5.60264)
C (-0.81610, -7.31376, -6.11433)
S (-2.06586, -6.08658, -5.69454)
O (-3.14710, -6.78794, -4.94235)
C (-2.65618, -5.84033, -7.38053)
H (-0.33596, -7.64688, -5.19516)
H (-1.28289, -8.16604, -6.61068)
H (-0.06969, -6.86078, -6.76757)
H (-3.00728, -6.78726, -7.79299)
H (-1.84827, -5.43891, -7.99364)
H (-3.48015, -5.12759, -7.35603)